1.
DFT (ωB97M-V/def2-TZVPD) results for C27H31AsCoF5N3O3 as an isolated structure.

Positions of all 71 atoms, in Å:
Co -0.719 0.235 -1.957
C -3.153 1.851 -1.182
N -2.764 1.029 -2.341
C -2.896 1.841 -3.561
C -3.651 -0.147 -2.453
C -3.149 -1.303 -1.603
N -1.790 -1.553 -2.040
C -1.204 -2.747 -1.954
C -0.036 -2.963 -2.742
F 0.321 -2.022 -3.603
C 0.671 -4.141 -2.674
F 1.739 -4.306 -3.446
C 0.266 -5.161 -1.828
C -0.871 -4.980 -1.050
F -1.253 -5.941 -0.212
C -1.603 -3.820 -1.109
F -2.649 -3.669 -0.297
H -4.159 2.261 -1.319
H -2.446 2.672 -1.072
H -3.121 1.255 -0.274
H -3.944 2.104 -3.739
H -2.518 1.288 -4.421
H -2.322 2.758 -3.452
H -3.648 -0.469 -3.496
H -4.680 0.116 -2.187
H -3.796 -2.170 -1.736
H -3.144 -1.044 -0.539
H 0.824 -6.085 -1.776
C 4.405 -0.245 3.354
C 3.061 -0.768 3.844
C 2.704 -0.142 5.182
C 1.350 -0.629 5.664
C 0.303 -0.320 4.634
C -1.001 -0.077 4.992
C -1.959 0.193 4.017
F -3.219 0.423 4.410
C -1.648 0.226 2.690
C -0.322 -0.014 2.297
C 0.000 -0.002 0.875
O -0.936 0.258 0.057
C 1.340 -0.304 0.540
C 2.242 -0.529 1.557
N 1.968 -0.504 2.858
C 0.656 -0.276 3.268
C 1.940 -0.373 -0.854
O 3.127 -0.628 -0.955
O 1.165 -0.132 -1.859
H 5.120 -0.323 4.171
H 4.328 0.806 3.069
H 4.814 -0.809 2.518
H 3.113 -1.854 3.967
H 2.705 0.948 5.084
H 3.484 -0.405 5.896
H 1.082 -0.172 6.616
H 1.388 -1.710 5.831
H -1.300 -0.094 6.032
H -2.401 0.431 1.945
H 3.258 -0.738 1.259
C -0.117 4.390 -3.135
As 0.487 2.612 -2.586
C 1.907 2.308 -3.876
C 1.551 3.095 -1.024
H 0.736 5.067 -3.177
H -0.846 4.783 -2.427
H -0.576 4.344 -4.122
H 2.592 3.154 -3.888
H 1.483 2.175 -4.871
H 2.436 1.402 -3.589
H 2.048 4.049 -1.196
H 2.305 2.327 -0.863
H 0.920 3.173 -0.139

Output
- Gap between HOMO and LUMO (spin up / spin down): 8.42 / 6.16 eV
- 2S+1: 5
- HOMO energy (spin up / spin down): -11.0 / -11.2 eV
- <S²>: 6.050
- Net charge: +1
- Largest force on an atom: 0.67 eV/Å

Partial charges, Löwdin, in e: Co 0.688; C -0.074; N -0.326; C -0.090; C -0.171; C -0.169; N 0.062; C -0.126; C -0.134; F 0.131; C -0.196; F 0.134; C 0.129; C -0.200; F 0.125; C -0.120; F 0.125; H 0.103; H 0.084; H 0.069; H 0.103; H 0.096; H 0.045; H 0.128; H 0.136; H 0.133; H 0.125; H 0.153; C -0.036; C -0.287; C -0.144; C -0.120; C -0.127; C 0.069; C -0.252; F 0.086; C 0.075; C -0.041; C -0.260; O -0.091; C -0.016; C 0.040; N 0.050; C -0.060; C -0.593; O 0.063; O -0.177; H 0.093; H 0.103; H 0.082; H 0.161; H 0.138; H 0.128; H 0.127; H 0.135; H 0.139; H 0.122; H 0.132; C -0.305; As 1.096; C -0.281; C -0.272; H 0.031; H 0.025; H 0.024; H 0.037; H 0.030; H 0.025; H 0.035; H 0.025; H 0.027

---

2.
DFT (ωB97M-V/def2-TZVPD) results for C27H31AsMgN8O10S2 as an isolated structure at a distorted geometry.

Positions of all 80 atoms, in Å:
Mg 0.295 -0.547 0.324
O -1.016 2.233 2.998
C -0.520 1.560 2.103
O -0.860 0.395 1.691
C 0.662 2.162 1.346
C 1.438 3.168 1.902
C 2.533 3.620 1.197
C 2.802 3.086 -0.057
C 1.976 2.097 -0.539
N 0.925 1.627 0.145
H 1.169 3.538 2.880
H 3.191 4.368 1.623
H 3.661 3.401 -0.633
H 2.160 1.629 -1.499
N -4.132 5.300 3.148
C -3.862 4.609 1.947
C -4.884 4.374 1.030
C -4.637 3.648 -0.126
C -3.359 3.173 -0.380
C -2.336 3.403 0.531
C -2.590 4.107 1.695
S -2.999 2.315 -1.881
O -4.260 2.209 -2.584
O -1.933 3.070 -2.509
N -2.378 0.933 -1.433
C -3.013 0.119 -0.540
N -4.166 0.485 0.060
C -4.646 -0.321 0.994
C -4.037 -1.506 1.366
C -2.856 -1.788 0.710
N -2.324 -1.015 -0.229
H -4.865 5.986 3.070
H -3.313 5.682 3.593
H -5.883 4.742 1.239
H -5.423 3.429 -0.837
H -1.345 3.005 0.336
H -1.797 4.246 2.424
H -5.561 0.008 1.481
H -4.424 -2.145 2.146
H -2.280 -2.672 0.969
O 4.803 -1.688 0.241
As 3.500 -1.028 1.315
O 4.194 0.233 2.110
O 2.321 -0.803 0.118
C 3.389 -2.741 2.252
C 4.530 -3.515 2.419
C 4.430 -4.769 3.005
C 3.195 -5.268 3.409
C 2.047 -4.504 3.257
C 2.157 -3.242 2.692
S 0.759 -2.155 2.580
O -0.181 -2.497 3.612
O 0.241 -2.359 1.196
O 1.441 -0.848 2.711
H 4.704 -1.159 -0.559
H 5.481 -3.135 2.072
H 5.324 -5.368 3.146
H 3.131 -6.254 3.856
H 1.080 -4.857 3.595
C 1.248 -3.270 -1.680
N 1.342 -2.456 -2.888
C 2.658 -2.529 -3.502
C 0.686 -1.223 -2.899
N 0.226 -0.690 -1.836
N 0.580 -0.667 -4.174
C 0.057 0.689 -4.223
C 0.000 -1.516 -5.209
H 1.474 -4.304 -1.953
H 0.240 -3.224 -1.278
H 1.937 -2.933 -0.903
H 3.443 -2.262 -2.783
H 2.718 -1.859 -4.355
H 2.847 -3.551 -3.839
H -0.449 0.064 -2.030
H 0.513 1.305 -3.448
H -1.026 0.729 -4.075
H 0.297 1.121 -5.197
H 0.340 -2.541 -5.089
H 0.305 -1.155 -6.194
H -1.098 -1.501 -5.166

Output
- Gap between HOMO and LUMO: 7.09 eV
- 2S+1: 1
- HOMO energy: -2.8 eV
- Net charge: -2
- Largest force on an atom: 1.16 eV/Å

Partial charges, Löwdin, in e: Mg 0.546; O 0.021; C -0.603; O -0.074; C -0.182; C 0.006; C -0.062; C -0.063; C -0.121; N 0.094; H 0.116; H 0.099; H 0.096; H 0.105; N 0.069; C -0.323; C -0.054; C -0.077; C -0.300; C -0.037; C -0.027; S 0.547; O -0.356; O -0.354; N -0.106; C -0.447; N 0.131; C -0.146; C -0.077; C -0.153; N 0.100; H 0.064; H 0.072; H 0.094; H 0.102; H 0.099; H 0.101; H 0.098; H 0.084; H 0.100; O -0.306; As 0.900; O -0.489; O -0.502; C -0.209; C -0.087; C -0.098; C -0.101; C -0.063; C -0.252; S 0.514; O -0.285; O -0.368; O -0.359; H 0.006; H 0.099; H 0.090; H 0.091; H 0.110; C -0.062; N -0.164; C -0.071; C -0.419; N 0.159; N -0.169; C -0.071; C -0.074; H 0.082; H 0.082; H 0.068; H 0.084; H 0.075; H 0.077; H 0.038; H 0.083; H 0.084; H 0.084; H 0.074; H 0.077; H 0.091

---

3.
DFT (ωB97M-V/def2-TZVPD) results for C27H31AuN4OSSi as an isolated structure.

Positions of all 66 atoms, in Å:
Au -1.878 0.652 -0.469
N -2.086 4.681 -2.213
C -2.225 3.645 -1.346
S -3.070 2.234 -1.957
N -1.779 3.824 -0.141
N -1.942 2.735 0.654
C -1.617 2.770 1.882
C -2.019 1.718 2.801
C -1.669 1.869 4.151
C -2.121 1.013 5.130
C -2.990 -0.015 4.762
C -3.334 -0.206 3.443
C -2.835 0.613 2.404
O -3.182 0.317 1.172
H -2.388 4.577 -3.162
H -1.668 5.537 -1.893
H -1.087 3.642 2.277
H -1.045 2.716 4.419
H -1.832 1.150 6.163
H -3.402 -0.667 5.524
H -4.028 -0.988 3.153
C -0.443 0.963 -1.903
Si 0.970 -0.210 -1.613
C 0.101 -1.722 -0.930
N -0.880 -1.323 0.108
C -0.213 -1.132 1.446
C -0.663 -2.154 2.483
C -0.649 -3.560 1.890
C -1.606 -3.651 0.683
C -2.021 -2.265 0.185
C 2.274 0.468 -0.462
C 3.180 -0.383 0.177
C 4.190 0.118 0.985
C 4.313 1.490 1.169
C 3.426 2.352 0.541
C 2.417 1.845 -0.267
C 1.777 -0.643 -3.248
C 3.124 -0.374 -3.503
C 3.686 -0.655 -4.742
C 2.908 -1.206 -5.750
C 1.564 -1.474 -5.519
C 1.007 -1.192 -4.280
H -0.893 0.818 -2.885
H -0.157 2.015 -1.842
H 0.788 -2.487 -0.547
H -0.438 -2.179 -1.766
H -0.394 -0.125 1.817
H 0.863 -1.230 1.301
H -1.662 -1.907 2.848
H 0.009 -2.087 3.340
H -0.926 -4.291 2.650
H 0.371 -3.802 1.577
H -2.515 -4.194 0.946
H -1.133 -4.208 -0.128
H -2.769 -1.818 0.838
H -2.464 -2.336 -0.808
H 3.104 -1.458 0.035
H 4.881 -0.559 1.471
H 5.100 1.884 1.799
H 3.520 3.422 0.679
H 1.730 2.533 -0.748
H 3.739 0.060 -2.723
H 4.733 -0.441 -4.921
H 3.345 -1.422 -6.717
H 0.952 -1.898 -6.305
H -0.047 -1.398 -4.116

Output
- Gap between HOMO and LUMO: 6.36 eV
- 2S+1: 1
- HOMO energy: -7.1 eV
- Net charge: 0
- Largest force on an atom: 0.94 eV/Å

Partial charges, Löwdin, in e: Au 0.998; N 0.065; C -0.866; S 0.634; N -0.015; N -0.125; C -0.098; C -0.171; C -0.064; C -0.110; C -0.097; C -0.054; C -0.379; O -0.243; H 0.073; H 0.094; H 0.122; H 0.106; H 0.093; H 0.101; H 0.115; C -0.355; Si 0.624; C -0.223; N -0.255; C -0.148; C -0.164; C -0.176; C -0.161; C -0.198; C -0.266; C -0.114; C -0.082; C -0.083; C -0.077; C -0.081; C -0.236; C -0.086; C -0.084; C -0.088; C -0.086; C -0.102; H -0.005; H 0.004; H 0.095; H 0.094; H 0.102; H 0.101; H 0.092; H 0.124; H 0.107; H 0.106; H 0.113; H 0.102; H 0.097; H 0.120; H 0.105; H 0.103; H 0.103; H 0.104; H 0.096; H 0.097; H 0.103; H 0.102; H 0.103; H 0.099

---

Number 3 is which compound?
C27H31AuN4OSSi

---

Which of these has the highest net charge?
C27H31AsCoF5N3O3

---

Which of these has the highest 2S+1?
C27H31AsCoF5N3O3